Run one
Formula: C4H7N3S2
Source: OMol25
Level of theory: ωB97M-V with the def2-TZVPD basis set

Geometry (Å):
C  -0.0389  0.3298  -0.3251
C  -0.8234  0.1909  -1.4277
C  -0.6321  1.2927  0.6218
C  1.3169  -1.6885  1.1257
N  -2.0604  0.7140  -1.3886
N  -0.4874  -0.4755  -2.5534
N  -0.0753  1.7518  1.7715
S  -2.1956  1.5919  0.0133
S  1.6108  -0.3305  -0.0342
H  0.7498  -1.3301  1.9753
H  2.1787  -1.9822  1.4453
H  0.6641  -2.4293  0.6440
H  0.4837  -0.9154  -2.5540
H  -1.2515  -0.9018  -3.1603
H  0.8945  1.5103  1.7207
H  -0.3335  2.6719  2.1256

Results
LUMO = 0.7 eV
Frontier orbital gap = 8.6 eV

Atom charges from the natural (NBO) analysis, given in e for atoms 1 to 2: atom 1 (C): -0.3936, atom 2 (C): 0.3368

Run two
Formula: C4H7N3S2
Source: OMol25
Level of theory: ωB97M-V with the def2-TZVPD basis set

Geometry (Å):
C  3.2492  -1.2845  2.2640
C  0.1230  -0.6949  0.5621
C  -2.4684  -0.4162  0.4036
C  2.2112  0.0672  -1.1773
N  3.4554  -1.5951  3.3506
N  -0.2637  -0.2227  1.7718
N  2.9172  -0.6783  1.1871
S  -1.0481  -0.8413  -0.6668
S  1.8670  -1.2053  0.0806
H  -3.3322  -0.2436  -0.2077
H  -2.1763  0.3007  1.0098
H  -2.6711  -1.2154  1.0522
H  1.6287  -0.0981  -1.9626
H  3.2268  -0.1326  -1.4908
H  1.9232  1.1477  -0.8479
H  0.4515  -0.5168  2.4208

Results
LUMO = -0.2 eV
Frontier orbital gap = 8.7 eV

Atom charges from the natural (NBO) analysis, given in e for atoms 1 to 2: atom 1 (C): 0.3831, atom 2 (C): -0.1410

Most stable structure - run one; separation to the second - 3.276 eV.

Run one
Formula: C4H9N5
Source: OMol25
Level of theory: ωB97M-V with the def2-TZVPD basis set

Geometry (Å):
H  1.4964  0.4823  -1.9604
N  1.7283  -0.2066  -1.2456
C  0.6869  -0.6283  -0.6416
C  0.6258  -1.3135  0.6807
N  -0.1608  -0.1366  1.1598
C  0.5663  0.9451  1.8371
C  -1.5201  0.0292  0.7236
N  -2.6221  0.3129  1.0063
N  -0.7921  -0.5060  -1.2347
N  -1.0426  0.4359  -2.2606
H  0.0394  -2.2342  0.6814
H  1.6037  -1.3959  1.1572
H  1.2274  0.5403  2.6075
H  -0.1609  1.6126  2.3051
H  1.1559  1.5165  1.1145
H  -1.4935  -1.2366  -1.1256
H  -1.0332  1.3688  -1.8402
H  -0.3048  0.4144  -2.9646

Results
LUMO = 0.8 eV
Frontier orbital gap = 9.8 eV

Atom charges from the natural (NBO) analysis, given in e for atoms 1 to 2: atom 1 (H): 0.3388, atom 2 (N): -0.6931

Run two
Formula: C4H9N5
Source: OMol25
Level of theory: ωB97M-V with the def2-TZVPD basis set

Geometry (Å):
C  -2.5582  -0.2262  0.4521
N  -1.7433  0.6329  -0.3195
C  -0.3935  0.7783  -0.1821
N  0.2499  1.9590  -0.1825
C  1.5693  1.6540  -0.0080
C  1.7311  0.3104  0.0795
N  2.7908  -0.5340  0.2976
N  0.4602  -0.2543  -0.0104
N  0.3218  -1.5568  -0.4921
H  -2.4286  -1.3163  0.3079
H  -2.5038  -0.0267  1.5710
H  -3.5916  -0.0770  0.2190
H  -2.1937  1.4836  -0.5738
H  2.3119  2.4149  -0.0338
H  2.6145  -1.5092  0.2588
H  3.7846  -0.3213  0.1852
H  0.1044  -1.4861  -1.4850
H  -0.5258  -1.9252  -0.0838

Results
LUMO = 0.8 eV
Frontier orbital gap = 7.4 eV

Atom charges from the natural (NBO) analysis, given in e for atoms 1 to 2: atom 1 (C): -0.4052, atom 2 (N): -0.6272

Most stable structure - run two; separation to the second - 2.902 eV.

Run one
Formula: C4H9N5
Source: OMol25
Level of theory: ωB97M-V with the def2-TZVPD basis set

Geometry (Å):
N  3.1599  -0.3397  0.5800
N  2.1066  0.5139  -0.1588
C  0.7463  0.4508  -0.1731
N  -0.0743  1.4226  -0.6051
C  -1.4652  1.1237  -0.2481
C  -2.4535  0.3540  -1.1936
C  -1.5151  -0.4840  -0.4061
N  -1.0608  -1.1501  0.5795
N  0.2419  -0.4911  0.8060
H  3.4931  -0.1420  1.5673
H  3.0222  -1.4811  0.4691
H  2.7558  1.4263  -0.4355
H  -1.7160  1.5126  0.8447
H  -3.3213  0.2928  -0.7019
H  -2.5621  0.1666  -2.2438
H  -0.9261  -0.8170  -1.2530
H  -1.4572  -1.2934  1.6927
H  1.0259  -1.0649  0.8795

Results
LUMO = 0.7 eV
Frontier orbital gap = 7.8 eV

Atom charges from the natural (NBO) analysis, given in e for atoms 1 to 2: atom 1 (N): -0.7183, atom 2 (N): -0.4800

Run two
Formula: C4H9N5
Source: OMol25
Level of theory: ωB97M-V with the def2-TZVPD basis set

Geometry (Å):
C  -0.3591  0.7725  2.5346
C  -0.6552  -0.0487  0.4424
C  0.6544  0.5987  -1.3720
C  -0.1393  -1.0870  -0.2506
H  0.6920  0.2075  2.4941
H  -0.0504  1.7522  2.3963
H  -0.9399  0.7874  3.7385
H  -1.9261  -0.6028  1.7738
H  -0.9292  2.0504  -0.1398
H  1.2494  2.7080  -2.4620
H  1.8569  0.9211  -2.9997
H  -0.5442  -2.7849  -0.7729
H  0.5841  -2.8576  0.5115
N  -1.3776  0.2883  1.5638
N  0.1185  1.0056  -0.1040
N  1.3587  1.4384  -2.2164
N  0.7779  -0.7928  -1.3016
N  -0.4486  -2.4530  0.2488

Results
LUMO = 0.2 eV
Frontier orbital gap = 7.4 eV

Atom charges from the natural (NBO) analysis, given in e for atoms 1 to 2: atom 1 (C): -0.3966, atom 2 (C): 0.1735

Most stable structure - run two; separation to the second - 3.335 eV.

Run one
Formula: C5H8N4O
Source: OMol25
Level of theory: ωB97M-V with the def2-TZVPD basis set

Geometry (Å):
C  -2.1207  -0.9023  0.0954
C  -0.6889  0.6215  -0.7972
C  0.3483  1.5853  -0.5571
C  1.9024  -0.2347  0.1780
C  -0.0570  -1.4448  -0.4790
N  -1.3890  -1.8970  -0.1531
N  1.3760  1.0620  0.5121
N  0.8870  -1.3003  0.5339
N  -1.7767  0.4710  -0.0856
O  -2.4318  1.2589  0.5635
H  -3.2492  -1.0019  0.4830
H  0.7887  1.8145  -1.5429
H  -0.1139  2.5321  -0.1195
H  2.0273  -0.2525  -0.8715
H  2.8355  -0.3866  0.7016
H  0.3748  -2.0102  -1.2475
H  0.8324  1.0630  1.4186
H  0.4548  -0.9783  1.3670

Results
LUMO = -0.1 eV
Frontier orbital gap = 8.4 eV

Atom charges from the natural (NBO) analysis, given in e for atoms 1 to 2: atom 1 (C): 0.2745, atom 2 (C): 0.0803

Run two
Formula: C5H8N4O
Source: OMol25
Level of theory: ωB97M-V with the def2-TZVPD basis set

Geometry (Å):
H  -3.7647  -2.3912  0.6049
N  -3.4355  -2.4003  -0.3568
C  -2.7232  -3.4406  -0.6655
C  -1.8170  -3.6300  -1.7965
C  -1.4484  -2.6731  -2.6807
N  -1.4402  -1.6032  -3.2327
N  -1.2023  -4.8916  -1.6994
C  -1.5512  -5.3378  -0.5386
N  -2.4482  -4.5345  0.1308
C  -2.9953  -4.7414  1.4522
H  -2.0757  -0.7469  -2.8190
H  -1.1541  -6.2339  -0.0615
H  -4.0914  -4.8002  1.4062
H  -2.6017  -5.6772  1.8597
H  -2.7105  -3.9165  2.1198
O  -3.4649  0.4567  -1.4413
H  -3.3432  -0.2323  -0.5849
H  -4.0742  -0.0981  -1.9367

Results
LUMO = -0.9 eV
Frontier orbital gap = 6.7 eV

Atom charges from the natural (NBO) analysis, given in e for atoms 1 to 2: atom 1 (H): 0.3444, atom 2 (N): -0.8494

Most stable structure - run two; separation to the second - 3.053 eV.

Run one
Formula: C4H11N4
Source: OMol25
Level of theory: ωB97M-V with the def2-TZVPD basis set

Geometry (Å):
C  0.1197  -1.2584  1.8379
C  0.8103  -2.3759  2.0591
C  -1.1371  2.7240  -2.5831
C  0.6670  -0.9280  -0.5322
N  -0.1881  2.4102  -1.8240
N  0.1770  -0.5324  0.6151
N  -0.6359  -0.5817  2.7756
N  0.7042  -0.1617  -1.5897
H  0.7190  -2.8879  2.9974
H  1.5011  -2.7935  1.3549
H  -1.7042  1.9227  -3.0443
H  -1.4504  3.7376  -2.8233
H  1.0498  -1.9406  -0.5955
H  0.3283  3.1882  -1.4122
H  -0.1917  0.4131  0.6816
H  -0.6876  -1.0355  3.6739
H  -1.5266  -0.2158  2.4749
H  1.0967  -0.5240  -2.4455
H  0.3485  0.8394  -1.6207

Results
LUMO = -3.2 eV
Frontier orbital gap = 9.0 eV
Total charge = +1

Atom charges from the natural (NBO) analysis, given in e for atoms 1 to 2: atom 1 (C): 0.3251, atom 2 (C): -0.5058

Run two
Formula: C4H11N4
Source: OMol25
Level of theory: ωB97M-V with the def2-TZVPD basis set

Geometry (Å):
C  1.1901  -0.4528  -0.0902
C  1.4845  -1.6893  -0.8673
C  -3.0505  -0.6505  1.1077
C  1.5093  1.9354  0.1640
N  -1.1488  1.1117  -1.2395
N  -1.5465  0.4743  -0.3857
N  -1.9210  0.0079  0.6313
N  1.7579  0.6400  -0.4121
H  1.4536  -2.5098  -0.0327
H  2.4151  -1.5056  -1.2751
H  0.7389  -1.8874  -1.6518
H  -3.2788  -0.2318  2.0723
H  -4.0003  -0.5384  0.3742
H  -2.7329  -1.7178  1.1807
H  0.6998  1.7258  0.9232
H  1.1309  2.6828  -0.5963
H  2.3725  2.3928  0.6251
H  0.6020  -0.4312  0.7615
H  2.3242  0.6438  -1.2894

Results
LUMO = -4.4 eV
Frontier orbital gap = 8.7 eV
Total charge = +1

Atom charges from the natural (NBO) analysis, given in e for atoms 1 to 2: atom 1 (C): 0.3237, atom 2 (C): -0.6808

Run three
Formula: C4H11N4
Source: OMol25
Level of theory: ωB97M-V with the def2-TZVPD basis set

Geometry (Å):
C  -2.1923  -0.2795  -0.0826
C  -1.7172  1.8557  0.0985
C  -0.2010  0.8696  -0.0267
C  -2.8183  -1.5551  0.0679
N  -2.6727  0.8735  0.0440
N  -0.7531  -0.2829  -0.1795
N  1.0313  1.2080  0.0729
N  3.1639  -0.0842  0.0379
H  -1.5421  2.5188  1.0664
H  -1.8710  2.6076  -0.8090
H  -2.8855  -2.3334  -0.7829
H  -3.7929  -1.4933  0.2825
H  -2.4070  -2.1938  0.8252
H  -0.2661  -1.0952  -0.4809
H  1.9891  0.5165  0.0777
H  1.2424  2.2076  -0.0367
H  3.9117  0.1032  0.6578
H  3.4044  0.0224  -0.9451
H  2.9234  -1.0804  0.1122

Results
LUMO = -3.1 eV
Frontier orbital gap = 10.6 eV
Total charge = +1

Atom charges from the natural (NBO) analysis, given in e for atoms 1 to 2: atom 1 (C): 0.4526, atom 2 (C): -0.2631

Most stable structure - run one; separation to the second - 0.586 eV.

Run one
Formula: C2H4P2
Source: OMol25
Level of theory: ωB97M-V with the def2-TZVPD basis set

Geometry (Å):
C  0.9951  0.1634  -0.5929
C  -0.2168  -0.4874  -0.7687
P  1.5185  0.6723  1.3206
P  -0.5161  -0.1322  0.9477
H  1.6236  0.4220  -1.4319
H  -0.7345  -0.5894  -1.7626
H  -1.4058  -0.9930  1.7016
H  -1.2640  0.9442  0.5862

Results
LUMO = 0.5 eV
Frontier orbital gap = 7.8 eV

Atom charges from the natural (NBO) analysis, given in e for atoms 1 to 2: atom 1 (C): -0.3930, atom 2 (C): -0.6615

Run two
Formula: C2H4P2
Source: OMol25
Level of theory: ωB97M-V with the def2-TZVPD basis set

Geometry (Å):
H  -2.2910  2.1364  -1.5015
P  -2.3547  1.2636  -0.3861
C  -0.7545  0.8217  -0.4747
P  0.0881  -0.4315  0.9381
C  1.5249  -1.4137  0.8462
H  -0.0599  1.1801  -1.2284
H  1.6570  -1.9398  1.7770
H  2.1900  -1.6168  0.0295

Results
LUMO = -0.7 eV
Frontier orbital gap = 8.3 eV

Atom charges from the natural (NBO) analysis, given in e for atoms 1 to 2: atom 1 (H): -0.0462, atom 2 (P): 0.4866

Run three
Formula: C2H4P2
Source: OMol25
Level of theory: ωB97M-V with the def2-TZVPD basis set

Geometry (Å):
H  -2.7167  -0.8094  -1.7501
P  -2.6785  -0.2634  -0.3631
C  -1.0252  -0.0328  0.0558
P  0.6914  -0.2322  -0.7621
C  1.9671  0.3030  0.2412
H  -0.8668  0.2422  1.1353
H  2.9413  0.1527  0.1629
H  1.6874  0.6399  1.2801

Results
LUMO = -1.0 eV
Frontier orbital gap = 8.1 eV

Atom charges from the natural (NBO) analysis, given in e for atoms 1 to 2: atom 1 (H): -0.0468, atom 2 (P): 0.4897

Most stable structure - run three; separation to the second - 0.355 eV.